C2H6F2NO3S as an isolated structure at a distorted geometry. Source: the Open Molecules 2025 dataset; level of theory: ωB97M-V/def2-TZVPD.

Positions of all 15 atoms, in Å:
C (2.17, -0.46, -0.98)
N (1.13, 0.43, -1.55)
F (1.24, 1.72, -1.09)
S (-0.49, -0.18, -1.37)
O (-0.59, -1.51, -0.67)
O (-1.44, 0.80, -0.67)
F (-1.12, -0.38, -3.00)
H (3.14, -0.28, -1.60)
H (1.95, -1.58, -1.06)
H (2.47, -0.21, 0.11)
C (-1.69, 0.34, 2.34)
O (-1.52, 0.81, 1.10)
H (-0.77, 0.14, 2.94)
H (-2.26, 0.97, 3.05)
H (-2.22, -0.63, 2.45)

## Properties
* Kohn-Sham gap: 5.626 eV
* charge: -1

---

A single C2H6F2Si molecule at a distorted geometry. Source: the Open Molecules 2025 dataset; level of theory: ωB97M-V/def2-TZVPD.

Positions of all 11 atoms, in Å:
C (-0.72, 0.24, -0.63)
Si (0.66, -1.13, -0.60)
F (0.42, -1.78, 0.87)
C (2.36, -0.22, -0.39)
F (2.07, 0.82, 0.44)
H (-1.67, -0.10, -0.71)
H (-0.56, 0.68, 0.32)
H (-0.45, 1.04, -1.46)
H (0.47, -2.27, -1.54)
H (3.01, -0.88, 0.20)
H (2.93, 0.15, -1.16)

## Properties
* structure (SMILES): C[Si@H](F)CF
* relative energy (zero: lowest compared OMol25 entry of this formula, charge and spin): 335.93 kJ/mol
* Kohn-Sham gap: 11.799 eV

---

C2H6F3N3O7PS3 as an isolated structure at a distorted geometry. Source: the Open Molecules 2025 dataset; level of theory: ωB97M-V/def2-TZVPD.

Positions of all 25 atoms, in Å:
C (1.71, 1.37, 0.62)
C (1.84, 0.34, -0.20)
N (0.91, 0.26, -1.29)
P (1.18, 1.54, -2.53)
N (1.87, 0.90, -3.93)
O (-0.34, 1.92, -3.02)
S (0.79, -1.28, -1.91)
O (-0.20, -1.31, -2.93)
O (0.50, -2.17, -0.88)
F (2.17, -1.69, -2.58)
H (0.69, 1.59, 0.97)
H (2.54, 2.01, 0.90)
H (2.61, -0.41, -0.02)
H (2.88, 0.80, -3.85)
H (1.42, 0.07, -4.30)
H (-0.73, 2.41, -2.28)
N (-1.67, -0.83, 2.29)
S (-2.94, -1.69, 2.71)
O (-4.19, -1.00, 2.72)
O (-2.73, -2.67, 3.72)
F (-3.06, -2.58, 1.40)
S (-1.27, 0.25, 3.35)
O (-0.36, 1.22, 2.83)
O (-1.03, -0.20, 4.68)
F (-2.60, 1.12, 3.52)

## Properties
* Kohn-Sham gap: 9.030 eV
* charge: -1

---

A 2-piece molecular cluster, C2H6FN overall at a distorted geometry. Source: the Open Molecules 2025 dataset; level of theory: ωB97M-V/def2-TZVPD.

Positions of all 10 atoms, in Å:
C (0.68, 1.16, -0.03)
N (0.58, -0.06, 0.06)
C (-0.16, -0.65, 1.06)
H (1.18, 1.49, -0.95)
H (0.42, 1.89, 0.74)
H (-1.24, -0.54, 0.75)
H (-0.14, -1.74, 1.32)
H (-0.19, -0.12, 2.11)
F (-0.62, -0.96, -2.97)
H (-0.50, -0.47, -2.10)

## Properties
* structure (SMILES): C=NC.F
* relative energy (zero: lowest compared OMol25 entry of this formula, charge and spin): 126.63 kJ/mol
* Kohn-Sham gap: 10.979 eV

---

A single C2H6FN molecule at a distorted geometry. Source: the Open Molecules 2025 dataset; level of theory: ωB97M-V/def2-TZVPD.

Positions of all 10 atoms, in Å:
N (-0.82, 0.74, -1.07)
C (0.22, -0.30, -0.36)
C (0.27, -0.28, 1.13)
F (0.03, 1.00, 1.58)
H (-0.72, 1.63, -0.69)
H (-0.94, 0.50, -2.19)
H (1.23, -0.07, -0.68)
H (-0.09, -1.36, -0.85)
H (1.31, -0.75, 1.59)
H (-0.50, -1.11, 1.53)

## Properties
* structure (SMILES): NCCF
* relative energy (zero: lowest compared OMol25 entry of this formula, charge and spin): 185.01 kJ/mol
* Kohn-Sham gap: 10.069 eV

---

A 2-piece molecular cluster, C2H6FN overall at a distorted geometry. Source: the Open Molecules 2025 dataset; level of theory: ωB97M-V/def2-TZVPD.

Positions of all 10 atoms, in Å:
C (-0.34, -0.38, -0.99)
C (0.59, -0.13, 0.18)
N (0.23, 1.03, 0.96)
F (1.08, 1.11, 1.99)
H (-0.41, 0.65, -1.42)
H (-0.02, -1.27, -1.57)
H (-1.36, -0.40, -0.55)
H (0.69, -1.10, 0.87)
H (1.55, 0.16, -0.20)
H (-2.02, 0.33, 0.71)

## Properties
* relative energy (zero: lowest compared OMol25 entry of this formula, charge and spin): 619.51 kJ/mol
* Kohn-Sham gap (alpha / beta): 9.414 / 9.611 eV

---

A single C2H6FN3 molecule at a distorted geometry. Source: the Open Molecules 2025 dataset; level of theory: ωB97M-V/def2-TZVPD.

Positions of all 12 atoms, in Å:
H (-0.96, -0.58, 2.11)
N (-0.01, -0.34, 1.92)
C (0.04, -0.27, 0.67)
C (-1.16, -0.37, -0.25)
F (-2.23, -0.79, 0.52)
N (1.25, -0.04, 0.03)
N (1.41, 0.82, -1.08)
H (-1.35, 0.62, -0.67)
H (-0.93, -1.13, -1.05)
H (2.05, 0.09, 0.70)
H (0.94, 1.64, -0.98)
H (0.96, 0.36, -1.93)

## Properties
* structure (SMILES): [H]/N=C(\CF)NN
* relative energy (zero: lowest compared OMol25 entry of this formula, charge and spin): 47.76 kJ/mol
* Kohn-Sham gap: 10.254 eV

---

A single C2H6FP molecule at a distorted geometry. Source: the Open Molecules 2025 dataset; level of theory: ωB97M-V/def2-TZVPD.

Positions of all 10 atoms, in Å:
C (-0.36, 1.33, 0.13)
P (0.95, 0.01, 0.76)
C (-0.06, -1.34, 0.08)
F (1.99, 0.24, -0.48)
H (-0.01, 1.82, -0.74)
H (-0.54, 2.02, 0.93)
H (-1.13, 0.83, -0.38)
H (0.39, -2.32, 0.01)
H (-0.29, -1.18, -0.98)
H (-0.94, -1.42, 0.67)

## Properties
* structure (SMILES): CP(C)F
* relative energy (zero: lowest compared OMol25 entry of this formula, charge and spin): 0.00 kJ/mol
* Kohn-Sham gap: 10.594 eV

---

An isolated ion of composition C2H6IN2 and charge +1 at a distorted geometry. Source: the Open Molecules 2025 dataset; level of theory: ωB97M-V/def2-TZVPD.

Positions of all 11 atoms, in Å:
C (-0.95, -0.76, 0.09)
N (0.52, -0.76, 0.16)
C (1.12, 0.90, 0.07)
N (2.36, 1.11, 0.02)
I (3.79, -0.28, -0.46)
H (-0.97, -1.70, 0.55)
H (-1.40, -0.56, -0.85)
H (-1.12, 0.09, 0.86)
H (0.91, -1.24, -0.67)
H (0.33, 1.55, 0.44)
H (2.91, 2.07, 0.19)

## Properties
* structure (SMILES): C/[NH+]=C/NI
* relative energy (zero: lowest compared OMol25 entry of this formula, charge and spin): 340.02 kJ/mol
* Kohn-Sham gap: 9.179 eV
* charge: +1

---

A 2-piece molecular cluster, C2H6IN2O overall at a distorted geometry. Source: the Open Molecules 2025 dataset; level of theory: ωB97M-V/def2-TZVPD.

Positions of all 12 atoms, in Å:
C (-0.10, 1.42, 0.96)
C (0.50, -0.70, -0.13)
N (0.12, -2.23, -2.16)
N (-0.18, 0.57, -0.28)
O (-0.14, -3.15, -1.58)
I (-0.32, -2.17, 1.02)
H (0.42, 2.28, 0.77)
H (-1.10, 1.82, 1.21)
H (0.38, 1.00, 1.85)
H (1.50, -0.56, -0.26)
H (0.09, 1.22, -1.00)
H (-1.15, 0.49, -0.39)

## Properties
* relative energy (zero: lowest compared OMol25 entry of this formula, charge and spin): 440.88 kJ/mol
* Kohn-Sham gap (alpha / beta): 8.734 / 7.725 eV
* charge: +1

---

An isolated ion of composition C2H6IN2O and charge +1 at a distorted geometry. Source: the Open Molecules 2025 dataset; level of theory: ωB97M-V/def2-TZVPD.

Positions of all 12 atoms, in Å:
N (-0.88, -0.81, -0.24)
C (-0.31, 0.41, 0.07)
N (1.43, 0.10, 0.17)
O (1.52, -1.23, 0.28)
C (2.48, 0.84, 0.14)
I (4.40, 0.04, -0.03)
H (-0.95, -1.01, -1.27)
H (-1.64, -1.05, 0.42)
H (-0.21, 1.21, -0.68)
H (-0.48, 0.78, 1.11)
H (0.48, -1.48, 0.14)
H (2.34, 1.91, 0.22)

## Properties
* structure (SMILES): NC/[N+](O)=C/I
* relative energy (zero: lowest compared OMol25 entry of this formula, charge and spin): 214.51 kJ/mol
* Kohn-Sham gap: 9.734 eV
* charge: +1

---

A 2-piece molecular cluster, C2H6IN3 overall at a distorted geometry. Source: the Open Molecules 2025 dataset; level of theory: ωB97M-V/def2-TZVPD.

Positions of all 12 atoms, in Å:
C (1.95, -1.11, -0.33)
C (-1.56, 1.08, 0.09)
N (1.06, -0.40, -0.57)
N (3.04, -1.84, -0.22)
N (-2.52, 1.28, -0.73)
I (-2.45, 0.99, 2.22)
H (-1.12, 1.46, 3.08)
H (0.40, 0.33, -0.60)
H (3.79, -1.64, -0.82)
H (3.14, -2.72, 0.14)
H (-2.19, 1.36, -1.68)
H (-3.56, 1.23, -0.58)

## Properties
* relative energy (zero: lowest compared OMol25 entry of this formula, charge and spin): 376.37 kJ/mol
* Kohn-Sham gap: 9.894 eV
* charge: +2

---

A single C2H6IN3S molecule at a distorted geometry. Source: the Open Molecules 2025 dataset; level of theory: ωB97M-V/def2-TZVPD.

Positions of all 13 atoms, in Å:
H (-0.70, -1.84, -2.38)
N (-0.13, -1.10, -2.02)
N (-0.81, -0.48, -1.20)
C (-0.17, 0.68, -0.51)
N (-0.79, 0.87, 0.71)
I (-2.89, 1.07, 0.50)
S (1.64, 0.55, -0.10)
C (1.83, -1.18, 0.43)
H (-0.36, 1.53, -1.22)
H (-0.54, 1.81, 1.16)
H (1.57, -1.17, 1.53)
H (2.90, -1.33, 0.56)
H (1.46, -1.80, -0.38)

## Properties
* structure (SMILES): [H]/N=N/[C@@H](NI)SC
* relative energy (zero: lowest compared OMol25 entry of this formula, charge and spin): 272.88 kJ/mol
* Kohn-Sham gap: 8.675 eV

---

An isolated ion of composition C2H6IOS and charge +1 at a distorted geometry. Source: the Open Molecules 2025 dataset; level of theory: ωB97M-V/def2-TZVPD.

Positions of all 11 atoms, in Å:
C (-0.34, -1.66, -0.11)
C (-0.15, 1.45, 0.18)
O (1.22, 1.38, 0.06)
S (-1.14, -0.32, 0.91)
I (-3.28, 0.18, -0.06)
H (-0.92, -2.57, -0.15)
H (0.53, -1.88, 0.39)
H (-0.35, -1.48, -1.11)
H (-0.49, 1.34, -0.79)
H (1.74, 2.02, 0.75)
H (-0.42, 2.23, 0.89)

## Properties
* relative energy (zero: lowest compared OMol25 entry of this formula, charge and spin): 14.46 kJ/mol
* Kohn-Sham gap: 8.772 eV
* charge: +1

---

C2H6MnN5O13 as an isolated structure at a distorted geometry. Source: the Open Molecules 2025 dataset; level of theory: ωB97M-V/def2-TZVPD.

Positions of all 27 atoms, in Å:
Mn (0.31, -0.05, -0.21)
N (1.78, 1.51, 1.25)
O (2.46, 2.27, 1.93)
O (1.58, 0.30, 1.50)
O (1.18, 1.78, 0.18)
N (1.08, -2.21, -1.04)
O (1.66, -1.12, -1.23)
O (-0.02, -2.08, -0.48)
O (1.59, -3.29, -1.44)
N (-2.03, 0.52, -0.24)
O (-1.29, 0.59, -1.28)
O (-3.20, 0.65, -0.35)
O (-1.40, 0.37, 0.86)
C (-0.67, 3.71, -1.80)
N (-1.08, 2.88, -2.98)
O (-0.37, 2.03, -3.48)
O (-2.15, 3.21, -3.43)
H (-0.57, 2.97, -1.00)
H (-1.43, 4.49, -1.60)
H (0.24, 4.09, -2.13)
C (0.40, -2.59, 2.61)
N (0.20, -4.02, 2.22)
O (1.17, -4.72, 2.10)
O (-0.96, -4.33, 1.98)
H (1.15, -2.23, 1.93)
H (0.91, -2.61, 3.61)
H (-0.54, -2.11, 2.51)

## Properties
* expectation value of S²: 8.753
* Kohn-Sham gap (alpha / beta): 8.526 / 10.766 eV
* multiplicity: 6
* charge: -1

---

A single C2H6N2 molecule. Source: the Open Molecules 2025 dataset; level of theory: ωB97M-V/def2-TZVPD.

Positions of all 10 atoms, in Å:
H (-0.48, 1.45, 0.96)
N (-0.70, 1.76, 0.01)
C (-0.44, 0.86, -0.84)
N (0.07, -0.39, -0.64)
C (0.43, -0.84, 0.70)
H (-0.64, 1.07, -1.89)
H (0.14, -1.02, -1.41)
H (0.94, -1.79, 0.62)
H (1.13, -0.12, 1.14)
H (-0.45, -0.99, 1.36)

## Properties
* structure (SMILES): [H]/N=C\NC
* relative energy (zero: lowest compared OMol25 entry of this formula, charge and spin): 77.92 kJ/mol
* Kohn-Sham gap: 9.952 eV

---

A single C2H6N2 molecule at a distorted geometry. Source: the Open Molecules 2025 dataset; level of theory: ωB97M-V/def2-TZVPD.

Positions of all 10 atoms, in Å:
C (-1.48, -0.47, 0.06)
C (-0.61, 0.71, -0.16)
N (0.72, 0.53, 0.05)
N (1.49, -0.43, 0.05)
H (-1.31, -0.84, 1.15)
H (-1.55, -1.32, -0.75)
H (-2.56, -0.17, -0.05)
H (-0.94, 1.65, 0.08)
H (2.40, -0.13, -0.06)
H (1.02, -1.35, -0.47)

## Properties
* structure (SMILES): C/C=N\N
* relative energy (zero: lowest compared OMol25 entry of this formula, charge and spin): 355.20 kJ/mol
* Kohn-Sham gap: 9.169 eV

---

A single C2H6N2 molecule at a distorted geometry. Source: the Open Molecules 2025 dataset; level of theory: ωB97M-V/def2-TZVPD.

Positions of all 10 atoms, in Å:
N (-1.79, 0.24, -0.51)
C (-0.51, 0.46, 0.00)
C (0.51, -0.40, -0.10)
N (1.78, -0.18, 0.49)
H (-2.01, -0.71, -0.77)
H (-2.54, 0.62, 0.03)
H (-0.42, 1.35, 0.62)
H (0.50, -1.04, -0.98)
H (2.55, -0.58, -0.02)
H (1.80, -0.47, 1.46)

## Properties
* structure (SMILES): N/C=C/N
* relative energy (zero: lowest compared OMol25 entry of this formula, charge and spin): 132.68 kJ/mol
* Kohn-Sham gap: 8.662 eV

---

A single C2H6N2 molecule at a distorted geometry. Source: the Open Molecules 2025 dataset; level of theory: ωB97M-V/def2-TZVPD.

Positions of all 10 atoms, in Å:
C (1.75, -0.89, -0.10)
N (0.90, 0.06, -0.38)
N (-0.25, 0.05, 0.38)
C (-1.33, 0.89, -0.10)
H (1.50, -1.66, 0.59)
H (2.73, -0.92, -0.52)
H (-0.57, -0.85, 0.86)
H (-2.35, 0.44, 0.22)
H (-1.17, 0.91, -1.27)
H (-1.22, 1.98, 0.31)

## Properties
* structure (SMILES): C=NNC
* relative energy (zero: lowest compared OMol25 entry of this formula, charge and spin): 250.56 kJ/mol
* Kohn-Sham gap: 9.582 eV

---

C2H6N2 as an isolated structure at a distorted geometry. Source: the Open Molecules 2025 dataset; level of theory: ωB97M-V/def2-TZVPD.

Positions of all 10 atoms, in Å:
C (-0.75, -0.59, -0.99)
N (1.14, 0.79, -0.41)
C (0.07, -0.06, 0.16)
N (-0.50, -0.24, 1.31)
H (-1.73, -0.75, -0.55)
H (-0.33, -1.56, -1.28)
H (-0.74, 0.11, -1.83)
H (0.23, 1.22, 0.06)
H (1.95, 0.98, 0.18)
H (0.03, 0.05, 2.13)

## Properties
* relative energy (zero: lowest compared OMol25 entry of this formula, charge and spin): 304.50 kJ/mol
* Kohn-Sham gap: 10.991 eV